C3H6N4 in the gas phase in a non-equilibrium geometry. Source: the Open Molecules 2025 dataset; level of theory: wB97M-V/def2-TZVPD.

Calculated values
**Charge**: 0
**HOMO-LUMO gap**: 10.2 eV
**Structure (SMILES)**: NCc1c[nH]nn1
**ΔE to the lowest compared entry with this formula, charge and spin**: 1.3880 eV
**Largest force on an atom**: 1.8 eV/Å
**2S+1**: 1
**E_LUMO**: 0.763 eV

Each line ends with the Löwdin charge.
Atoms and positions in Å:
N (0.371, 1.605, -1.590)  -0.03
C (0.112, 0.154, -1.436)  -0.25
C (0.116, -0.251, 0.010)  -0.31
C (-0.692, -1.047, 0.710)  -0.07
N (-0.267, -0.951, 2.014)  -0.01
N (0.716, -0.062, 2.101)  -0.02
N (0.951, 0.391, 0.916)  0.03
H (1.140, 1.784, -0.878)  0.07
H (-0.484, 2.107, -1.230)  0.08
H (-0.848, -0.151, -1.863)  0.11
H (0.925, -0.375, -2.001)  0.12
H (-1.486, -1.691, 0.412)  0.11
H (-0.553, -1.512, 2.836)  0.17